No. 1
C6H8N2O | ωB97M-V/def2-TZVPD

Its total energy is -418.04253 hartree. The relative energy (zero: lowest compared OMol25 entry of this formula, charge and spin) comes out at 369.6 kJ/mol. Its highest occupied orbital energy is -8.4 eV. Its multiplicity is 1.

Geometry (Å):
C: 0.443 0.500 -2.630
C: -0.199 0.790 -1.500
C: 0.636 -1.281 -1.503
C: -1.588 -0.467 1.621
C: -0.291 -0.229 1.254
C: 0.767 0.699 1.627
N: 0.921 -0.780 -2.681
N: -0.102 -0.403 -0.780
O: -0.514 -1.458 1.784
H: 0.585 1.144 -3.504
H: -0.465 1.731 -1.106
H: 0.942 -2.345 -1.217
H: -1.985 -0.014 2.582
H: -2.349 -0.648 0.774
H: 0.806 0.759 2.750
H: 0.630 1.720 1.298
H: 1.763 0.282 1.232

Atom charges from the natural (NBO) analysis, given in e for atoms 1 to 6: C -0.0944; C -0.1685; C 0.1375; C -0.1591; C 0.5301; C -0.6903

No. 2
C6H15N2 | ωB97M-V/def2-TZVPD

Its total energy is -346.78200 hartree. The relative energy (zero: lowest compared OMol25 entry of this formula, charge and spin) comes out at 342.8 kJ/mol. Its highest occupied orbital energy is -14.4 eV. Its multiplicity is 1. Its total charge is +1.

Geometry (Å):
C: 0.572 -0.718 3.343
C: -0.243 2.080 0.018
C: -0.257 -1.423 0.310
C: 0.905 -1.156 -1.765
C: -0.581 1.462 -1.348
C: -1.168 0.117 -1.226
N: 0.683 -0.553 2.075
N: -0.237 -0.923 -0.873
H: 1.395 -0.597 4.148
H: -0.365 -0.902 3.715
H: -1.164 2.342 0.451
H: 0.187 1.369 0.694
H: 0.457 2.817 -0.033
H: 1.642 -0.568 1.831
H: -1.159 -1.191 0.934
H: 0.333 -2.248 0.659
H: 0.696 -1.151 -2.802
H: 1.633 -0.407 -1.670
H: 1.383 -2.090 -1.836
H: 0.300 1.456 -2.048
H: -1.356 2.197 -1.761
H: -1.991 0.230 -0.581
H: -1.667 -0.145 -2.235

Atom charges from the natural (NBO) analysis, given in e for atoms 1 to 6: C 0.0493; C -0.6086; C 0.1304; C -0.4602; C -0.4144; C -0.2372

No. 3
C6H9N | ωB97M-V/def2-TZVPD

Its total energy is -288.45110 hartree. The relative energy (zero: lowest compared OMol25 entry of this formula, charge and spin) comes out at 136.7 kJ/mol. Its highest occupied orbital energy (spin up / spin down) is -14.8 / -14.6 eV. Its multiplicity is 2. Its total charge is +1.

Geometry (Å):
C: 1.455 -0.565 -1.410
C: 0.531 -0.476 -0.244
C: 0.089 -1.420 0.692
N: -0.730 -0.825 1.594
C: -1.011 0.461 0.997
C: -0.317 0.714 -0.159
C: -0.233 1.888 -1.027
H: 2.414 -1.072 -1.188
H: 1.958 0.408 -1.446
H: 1.128 -0.936 -2.379
H: 0.451 -2.432 0.787
H: -1.595 -1.137 2.025
H: -1.725 1.151 1.427
H: -0.760 1.706 -1.992
H: -0.688 2.837 -0.648
H: 0.750 2.256 -1.289

Atom charges from the natural (NBO) analysis, given in e for atoms 1 to 6: C -0.6986; C 0.0769; C 0.1975; N -0.5351; C 0.1734; C -0.0543

No. 4
C12H19Cl3HfO3 | ωB97M-V/def2-TZVPD

Its total energy is -2123.08651 hartree. The relative energy (zero: lowest compared OMol25 entry of this formula, charge and spin) comes out at 181.6 kJ/mol. Its highest occupied orbital energy is 0.5 eV. Its multiplicity is 1. Its total charge is -2.

Geometry (Å):
C: -0.609 0.739 -1.642
C: -1.436 -0.397 -1.492
C: -0.613 -1.523 -1.265
C: -2.913 -0.414 -1.602
C: 0.757 -1.092 -1.294
C: 0.761 0.318 -1.530
C: 1.959 1.169 -1.745
C: -1.089 2.094 -1.999
C: -1.096 -2.920 -1.164
C: 1.948 -1.976 -1.233
Hf: -0.056 -0.052 0.571
Cl: -2.226 0.098 1.507
Cl: 0.042 2.309 0.935
Cl: 0.018 -2.201 1.702
H: -3.349 0.530 -1.292
H: -3.351 -1.197 -0.992
H: -3.200 -0.594 -2.640
H: -1.956 -3.000 -0.506
H: -0.330 -3.586 -0.786
H: -1.395 -3.268 -2.155
H: 1.799 -2.797 -0.539
H: 2.831 -1.429 -0.916
H: 2.152 -2.396 -2.219
H: 2.814 0.797 -1.191
H: 1.782 2.189 -1.419
H: 2.220 1.186 -2.805
H: -1.956 2.379 -1.411
H: -1.376 2.107 -3.053
H: -0.327 2.848 -1.845
O: 2.759 4.242 0.912
H: 3.713 4.238 1.092
C: -0.072 0.093 5.238
O: -0.294 -0.076 3.885
C: 0.547 0.318 2.892
O: 1.613 0.859 3.147
H: -0.065 -0.900 5.732
H: -0.896 0.700 5.667
H: 0.890 0.604 5.453

Atom charges from the natural (NBO) analysis, given in e for atoms 1 to 6: C -0.0241; C -0.1143; C -0.1285; C -0.6262; C -0.2162; C -0.2131

No. 5
C6H9N | ωB97M-V/def2-TZVPD

Its total energy is -288.67183 hartree. The relative energy (zero: lowest compared OMol25 entry of this formula, charge and spin) comes out at 289.4 kJ/mol. Its highest occupied orbital energy is -7.5 eV. Its multiplicity is 1. Its SMILES is C=CC1=C(N)[C@H]1C.

Geometry (Å):
C: -1.165 1.113 2.145
C: -0.528 1.489 1.034
C: -0.276 0.626 -0.068
C: 0.406 0.432 -1.184
N: 0.948 0.738 -2.379
C: -0.322 -0.797 -0.503
C: 0.463 -1.891 0.187
H: -1.365 1.805 2.945
H: -1.514 0.100 2.273
H: -0.206 2.519 0.908
H: 1.516 1.569 -2.427
H: 1.256 -0.026 -2.965
H: -1.197 -1.153 -1.045
H: -0.168 -2.429 0.894
H: 1.315 -1.476 0.727
H: 0.837 -2.619 -0.539

Atom charges from the natural (NBO) analysis, given in e for atoms 1 to 6: C -0.4020; C -0.2095; C -0.1427; C 0.2309; N -0.7921; C -0.2245

No. 6
C4H12N2O2 | ωB97M-V/def2-TZVPD

Its total energy is -419.55598 hartree. The relative energy (zero: lowest compared OMol25 entry of this formula, charge and spin) comes out at 242.9 kJ/mol. Its highest occupied orbital energy is -9.5 eV. Its multiplicity is 1. Its SMILES is [H]/N=C(/O)C=C.CO.N.

Geometry (Å):
H: -0.857 1.126 1.307
N: -0.493 1.541 0.457
C: -1.039 1.090 -0.612
O: -0.622 1.594 -1.787
C: -1.964 -0.025 -0.764
C: -2.446 -0.752 0.250
H: 0.016 2.300 -1.610
H: -2.187 -0.276 -1.792
H: -2.291 -0.466 1.278
H: -3.210 -1.491 0.074
C: 2.487 0.277 -0.516
O: 2.073 0.586 0.789
H: 2.771 1.176 -1.071
H: 1.695 -0.235 -1.071
H: 3.353 -0.378 -0.444
H: 1.159 1.072 0.745
N: 0.207 -1.600 1.124
H: 1.042 -1.125 1.461
H: 0.457 -2.172 0.329
H: -0.150 -2.242 1.855

Atom charges from the natural (NBO) analysis, given in e for atoms 1 to 6: H 0.3655; N -0.7745; C 0.5664; O -0.6647; C -0.3099; C -0.2635

No. 7
C5H12Cl8NO3Sn | ωB97M-V/def2-TZVPD

Its total energy is -4373.30971 hartree. The relative energy (zero: lowest compared OMol25 entry of this formula, charge and spin) comes out at 460.7 kJ/mol. Its highest occupied orbital energy is -11.8 eV. Its multiplicity is 1. Its total charge is +1.

Geometry (Å):
Sn: 3.123 -5.456 -2.249
O: 0.768 -0.690 -1.040
H: 0.820 0.225 -0.700
C: 1.115 -2.359 4.997
N: 2.540 -2.328 4.598
O: 2.870 -3.071 3.714
O: 3.320 -1.615 5.162
H: 0.986 -3.291 5.548
H: 0.499 -2.398 4.098
H: 0.974 -1.522 5.681
C: 6.156 1.990 0.586
Cl: 7.187 0.744 -0.132
Cl: 6.205 3.473 -0.416
H: 5.135 1.629 0.469
H: 6.364 2.151 1.644
C: -3.356 4.250 0.197
Cl: -3.415 3.825 1.933
Cl: -3.542 5.916 -0.170
H: -2.397 3.863 -0.145
H: -4.160 3.771 -0.363
C: -4.762 -2.404 -0.105
Cl: -6.391 -1.745 -0.253
Cl: -4.758 -3.500 1.295
H: -4.434 -2.942 -0.995
H: -4.006 -1.622 -0.032
C: -1.299 0.471 -6.685
Cl: -0.781 2.097 -7.312
Cl: -2.801 0.692 -5.659
H: -1.474 -0.171 -7.548
H: -0.487 0.016 -6.118

Atom charges from the natural (NBO) analysis, given in e for atoms 1 to 6: Sn 1.1239; O -0.5500; H 0.4262; C -0.4893; N 0.5400; O -0.4122

No. 8
C4H12N2S | ωB97M-V/def2-TZVPD

Its total energy is -667.27420 hartree. The relative energy (zero: lowest compared OMol25 entry of this formula, charge and spin) comes out at 54.3 kJ/mol. Its highest occupied orbital energy is -8.3 eV. Its multiplicity is 1. Its SMILES is CNC[C@H](N)CS.

Geometry (Å):
C: 2.366 1.251 -1.014
N: 1.195 1.273 -0.171
C: -0.069 0.709 -0.545
C: -0.527 -0.383 0.427
N: 0.394 -1.486 0.436
C: -1.963 -0.818 0.181
S: -2.522 -1.868 1.586
H: 3.033 0.405 -0.794
H: 2.023 1.124 -2.036
H: 2.938 2.162 -0.863
H: 1.244 1.560 0.793
H: -0.006 0.258 -1.551
H: -0.859 1.462 -0.605
H: -0.589 0.142 1.402
H: 1.336 -1.154 0.268
H: 0.423 -1.940 1.342
H: -2.060 -1.391 -0.746
H: -2.597 0.066 0.226
H: -3.757 -1.373 1.664

Atom charges from the natural (NBO) analysis, given in e for atoms 1 to 6: C -0.3906; N -0.6698; C -0.2045; C -0.0695; N -0.8444; C -0.4950

What did the first record say?
C6H8N2O | ωB97M-V/def2-TZVPD

Its total energy is -418.04253 hartree. The relative energy (zero: lowest compared OMol25 entry of this formula, charge and spin) comes out at 369.6 kJ/mol. Its highest occupied orbital energy is -8.4 eV. Its multiplicity is 1.

Geometry (Å):
C: 0.443 0.500 -2.630
C: -0.199 0.790 -1.500
C: 0.636 -1.281 -1.503
C: -1.588 -0.467 1.621
C: -0.291 -0.229 1.254
C: 0.767 0.699 1.627
N: 0.921 -0.780 -2.681
N: -0.102 -0.403 -0.780
O: -0.514 -1.458 1.784
H: 0.585 1.144 -3.504
H: -0.465 1.731 -1.106
H: 0.942 -2.345 -1.217
H: -1.985 -0.014 2.582
H: -2.349 -0.648 0.774
H: 0.806 0.759 2.750
H: 0.630 1.720 1.298
H: 1.763 0.282 1.232

Atom charges from the natural (NBO) analysis, given in e for atoms 1 to 6: C -0.0944; C -0.1685; C 0.1375; C -0.1591; C 0.5301; C -0.6903

Which value of relative energy (zero: lowest compared OMol25 entry of this formula, charge and spin) does entry 6 give?
242.9 kJ/mol